A structure of composition C48H38BrGeIN7O2PV. Source: the OMol25 dataset; level of theory: ωB97M-V with the def2-TZVPD basis set.

Output
Charge: +2
Molecular weight (g/mol): 1106.2
Max |F| (eV/Å): 0.804
Relative energy (zero: lowest compared OMol25 entry of this formula, charge and spin) (kJ/mol): 0.00
<S²>: 0.7591
2S+1: 2
HOMO level (alpha / beta) (Eh): -0.454 / -0.429
LUMO (alpha / beta) (eV): -5.35 / -5.45

Each line ends with the Löwdin spin population.
Element x y z (Å)
V 0.3753 0.1670 -0.0748  0.977
Br 2.4913 0.9825 -3.0136  0.000
C 3.2737 0.7171 -1.3286  0.003
C 4.6346 0.9730 -1.1918  -0.001
C 5.2100 0.8210 0.0515  0.004
C 4.4216 0.3435 1.0934  -0.001
C 3.0911 0.0896 0.8534  0.002
N 2.4903 0.3215 -0.3416  -0.001
C 2.3336 -0.7376 1.8531  0.000
O 2.7847 -1.0240 2.9262  -0.002
O 1.1856 -1.2597 1.3836  0.005
H 5.2065 1.2900 -2.0507  0.000
H 6.2594 1.0303 0.2010  0.000
H 4.8232 0.1249 2.0721  0.000
N 2.0016 3.1932 0.1436  0.001
C 1.1217 3.0029 1.1496  0.001
N 1.0696 3.9173 2.0984  0.000
C 0.1187 3.7456 3.0195  -0.001
N 0.0337 4.6329 4.0046  -0.001
N -0.7906 2.7438 3.0115  0.000
C -0.6120 1.8494 2.0775  0.000
N 0.3534 1.8713 1.1233  0.006
C -1.5102 0.6714 2.0639  0.001
C -2.4448 0.4866 3.0653  0.001
C -3.2156 -0.6628 3.0542  -0.003
C -3.0096 -1.5815 2.0424  0.000
C -2.0506 -1.3253 1.0801  0.000
N -1.3093 -0.2125 1.0669  0.009
H 2.4334 4.1066 0.1496  0.000
H 1.7367 2.8537 -0.7707  0.000
H 0.6915 5.3922 4.0499  0.000
H -0.6732 4.5295 4.7123  0.000
H -2.5439 1.2396 3.8325  0.000
H -3.9573 -0.8368 3.8205  0.000
H -3.5792 -2.4979 1.9893  0.000
H -1.8846 -2.0219 0.2697  0.000
I 0.3567 -2.0108 -1.7736  0.009
C 0.0738 -1.4815 -3.7855  0.001
C 0.6167 -2.4494 -4.5877  0.001
C 0.4853 -2.3886 -5.9873  0.000
C -0.2273 -1.3688 -6.5262  0.000
C -0.8056 -0.3615 -5.7137  0.000
C -1.5822 0.6278 -6.3619  0.000
C -2.2005 1.6055 -5.6493  0.000
C -2.0007 1.6543 -4.2636  0.000
C -1.2220 0.7550 -3.5748  -0.003
P -1.0930 1.1988 -1.7820  -0.009
C -0.7233 2.9935 -1.8371  -0.001
C 0.0184 3.5426 -2.8840  0.000
C 0.3818 4.8822 -2.8698  0.000
C -0.0021 5.7006 -1.8172  0.000
C -0.7426 5.1674 -0.7707  0.000
C -1.0865 3.8247 -0.7757  0.000
C -2.8834 1.0425 -1.3842  0.000
C -3.4109 -0.2392 -1.5630  0.000
C -4.7456 -0.5018 -1.3156  0.000
C -5.5844 0.5188 -0.8822  0.000
C -5.0751 1.7958 -0.7177  0.000
C -3.7321 2.0591 -0.9688  0.000
C -0.6380 -0.3471 -4.2922  0.000
H 1.1444 -3.2859 -4.1519  0.000
H 0.9253 -3.1582 -6.6039  0.000
H -0.3807 -1.3083 -7.5952  0.000
H -1.6876 0.5731 -7.4370  0.000
H -2.8204 2.3465 -6.1328  0.000
H -2.4777 2.4620 -3.7197  0.000
H 0.2922 2.9335 -3.7344  0.000
H 0.9499 5.2889 -3.6951  0.000
H 0.2687 6.7471 -1.8150  0.000
H -1.0532 5.7947 0.0535  0.000
H -1.6377 3.4310 0.0719  0.000
H -2.7779 -1.0412 -1.9320  0.000
H -5.1361 -1.4975 -1.4764  0.000
H -6.6302 0.3207 -0.6947  0.000
H -5.7248 2.6035 -0.4101  0.000
H -3.3851 3.0798 -0.8736  0.000
Ge 0.9691 -3.0855 2.0655  0.000
C 0.0327 -2.9521 3.7245  0.000
C 0.4481 -2.1905 4.8197  0.000
C -0.3260 -2.1504 5.9692  0.000
C -1.5032 -2.8823 6.0465  0.000
C -1.9136 -3.6570 4.9732  0.000
C -1.1520 -3.6865 3.8138  0.000
C 2.6371 -3.9109 1.6716  0.000
C 2.6936 -4.6310 0.4749  0.000
C 3.8569 -5.2944 0.1099  0.000
C 4.9628 -5.2512 0.9433  0.000
C 4.9120 -4.5526 2.1430  0.000
C 3.7554 -3.8857 2.5110  0.000
H -0.0345 -3.5173 0.9851  0.000
H 1.3714 -1.6324 4.7759  0.000
H -0.0010 -1.5602 6.8149  0.000
H -2.0929 -2.8597 6.9526  0.000
H -2.8202 -4.2422 5.0417  0.000
H -1.4863 -4.2957 2.9813  0.000
H 1.8282 -4.6861 -0.1756  0.000
H 3.8951 -5.8543 -0.8140  0.000
H 5.8666 -5.7759 0.6659  0.000
H 5.7722 -4.5384 2.7974  0.000
H 3.7216 -3.3531 3.4518  0.000

A structure of composition C48H38GeN4Ta in a non-equilibrium geometry. Source: the OMol25 dataset; level of theory: ωB97M-V with the def2-TZVPD basis set.

Output
Charge: +1
Molecular weight (g/mol): 924.4
Max |F| (eV/Å): 4.643
Relative energy (zero: lowest compared OMol25 entry of this formula, charge and spin) (kJ/mol): 65.31
HOMO level (Eh): -0.371
LUMO (eV): -4.36

Each line ends with the Löwdin charge.
Element x y z (Å)
Ta -0.1500 -0.0849 -0.0187  1.789
C -0.1527 5.4467 5.4499  -0.072
C 1.0008 5.1233 4.7555  -0.064
C 0.9749 4.1489 3.7705  -0.023
C -0.2103 3.4829 3.4745  -0.229
C -1.3644 3.8076 4.1825  -0.040
C -1.3363 4.7896 5.1567  -0.065
C -0.2426 2.4237 2.4271  -0.058
C -0.4007 1.1055 2.8616  -0.212
C -0.6315 0.7178 4.2253  0.037
C -0.8501 -0.6204 4.2330  0.042
C -0.7422 -1.0744 2.8772  -0.212
N -0.4579 -0.0088 2.0629  -0.055
C -0.8907 -2.3965 2.4550  -0.061
C -0.9317 -2.8374 1.1258  -0.213
C -0.9842 -4.2036 0.7151  0.047
C -0.9682 -4.2200 -0.6476  0.047
C -0.9191 -2.8636 -1.0907  -0.216
C -0.8484 -2.4524 -2.4290  -0.064
C -0.7627 -3.5108 -3.4669  -0.232
C -1.8594 -4.2544 -3.8852  -0.030
C -1.6998 -5.2307 -4.8552  -0.067
C -0.4513 -5.4825 -5.3989  -0.072
C 0.6441 -4.7470 -4.9767  -0.064
C 0.4894 -3.7598 -4.0217  -0.024
C -0.7750 -1.1294 -2.8741  -0.219
N -0.6222 -0.0372 -2.0623  -0.059
C -0.7238 1.0760 -2.8586  -0.212
C -0.7049 2.4031 -2.4246  -0.061
C -0.9433 3.4471 -3.4643  -0.237
C 0.1313 4.0828 -4.0768  -0.027
C -0.0871 5.0336 -5.0598  -0.065
C -1.3776 5.3582 -5.4431  -0.073
C -2.4506 4.7264 -4.8375  -0.067
C -2.2379 3.7712 -3.8584  -0.028
C -0.5287 2.8393 -1.1030  -0.220
C -0.6086 4.1997 -0.6753  0.046
C -0.4262 4.2097 0.6761  0.046
C -0.2588 2.8516 1.0896  -0.228
N -0.3047 2.0290 -0.0127  -0.050
C -0.9031 0.6621 -4.2215  0.041
C -0.9227 -0.6948 -4.2330  0.043
N -0.9129 -2.0333 0.0077  -0.069
C -0.9716 -3.4440 3.5099  -0.234
C -2.1680 -3.7360 4.1532  -0.030
C -2.2080 -4.7197 5.1275  -0.066
C -1.0586 -5.4120 5.4700  -0.073
C 0.1344 -5.1221 4.8301  -0.065
C 0.1802 -4.1460 3.8507  -0.028
H -0.1303 6.2047 6.2182  0.108
H 1.9259 5.6286 4.9867  0.109
H 1.8801 3.8968 3.2381  0.119
H -2.2882 3.2929 3.9559  0.126
H -2.2392 5.0379 5.6947  0.109
H -0.6481 1.3933 5.0563  0.120
H -1.0930 -1.2499 5.0673  0.123
H -1.0021 -5.0505 1.3742  0.126
H -0.9701 -5.0835 -1.2843  0.125
H -2.8332 -4.0582 -3.4593  0.124
H -2.5544 -5.7997 -5.1863  0.108
H -0.3296 -6.2499 -6.1471  0.108
H 1.6193 -4.9417 -5.3935  0.108
H 1.3394 -3.1827 -3.6855  0.123
H 1.1401 3.8282 -3.7868  0.122
H 0.7509 5.5197 -5.5338  0.108
H -1.5485 6.0944 -6.2133  0.108
H -3.4585 4.9745 -5.1330  0.108
H -3.0801 3.2780 -3.3932  0.124
H -0.8110 5.0336 -1.3208  0.126
H -0.4407 5.0549 1.3380  0.126
H -0.9943 1.3339 -5.0516  0.124
H -1.0433 -1.3517 -5.0716  0.125
H -3.0636 -3.1934 3.8849  0.124
H -3.1404 -4.9450 5.6199  0.108
H -1.0933 -6.1741 6.2327  0.108
H 1.0319 -5.6588 5.0946  0.108
H 1.1086 -3.9188 3.3460  0.124
C 4.4175 -0.5236 1.6245  -0.213
Ge 3.4954 0.0031 -0.0613  0.736
C 4.4962 -0.6744 -1.6464  -0.214
C 3.1990 1.9641 -0.1350  -0.223
C 1.7412 -0.8276 -0.0875  -0.379
H 5.4621 -0.2291 1.5936  0.015
H 4.3761 -1.6003 1.7604  0.013
H 3.9546 -0.0433 2.4817  0.011
H 5.5349 -0.3604 -1.6107  0.014
H 4.0611 -0.2977 -2.5678  0.012
H 4.4758 -1.7607 -1.6684  0.013
H 4.1337 2.5130 -0.1448  0.018
H 2.6270 2.2853 0.7332  -0.005
H 2.6424 2.2277 -1.0320  0.005
H 1.8437 -1.9071 -0.1750  -0.026

A structure of composition C48H39IMnN6P in a non-equilibrium geometry. Source: the OMol25 dataset; level of theory: ωB97M-V with the def2-TZVPD basis set.

Output
Charge: +1
Molecular weight (g/mol): 912.7
Max |F| (eV/Å): 1.189
Relative energy (zero: lowest compared OMol25 entry of this formula, charge and spin) (kJ/mol): 0.00
<S²>: 8.7575
2S+1: 6
HOMO level (alpha / beta) (Eh): -0.374 / -0.376
LUMO (alpha / beta) (eV): -2.16 / -2.34

Each line ends with the Löwdin spin population.
Element x y z (Å)
Mn -0.0059 -0.9005 1.1056  4.689
C 2.5061 -0.1955 -3.8895  0.001
N 2.3844 -0.5838 -2.4882  0.004
C 1.3502 -0.3042 -1.6602  0.007
N 1.5895 -0.7824 -0.4580  0.038
C 2.8227 -1.3801 -0.4827  0.006
C 3.3301 -1.2737 -1.7589  0.001
C 4.6116 -1.7375 -2.3204  0.000
C 5.8088 -1.3244 -1.7386  0.000
C 7.0192 -1.7867 -2.2309  0.000
C 7.0450 -2.6604 -3.3103  0.000
C 5.8565 -3.0702 -3.8986  0.000
C 4.6434 -2.6115 -3.4054  0.000
C 3.4139 -1.9399 0.7419  0.003
C 3.1889 -1.2869 1.9533  0.008
C 3.6842 -1.8004 3.1404  0.002
C 4.4203 -2.9769 3.1282  0.000
C 4.6689 -3.6207 1.9235  0.002
C 4.1718 -3.1069 0.7359  0.000
P -0.0742 0.7680 -2.0258  0.003
C -1.4345 -0.3391 -1.5340  0.009
N -1.7570 -0.6816 -0.3023  0.035
C -2.9394 -1.3861 -0.3598  0.006
C -3.2918 -1.5215 -1.6888  0.001
N -2.3387 -0.8313 -2.4094  0.004
C -2.2702 -0.7123 -3.8646  0.001
C -4.3969 -2.2379 -2.3555  0.000
C -5.4139 -1.5388 -3.0017  0.000
C -6.4611 -2.2230 -3.6036  0.000
C -6.4970 -3.6098 -3.5639  0.000
C -5.4781 -4.3122 -2.9323  0.000
C -4.4309 -3.6303 -2.3316  0.000
C -3.6905 -1.7349 0.8660  0.001
C -4.8870 -2.4555 0.8307  0.000
C -5.5830 -2.7361 1.9964  0.000
C -5.1073 -2.3010 3.2242  0.001
C -3.9386 -1.5568 3.2719  0.001
C -3.2528 -1.2712 2.1050  0.009
C -0.0152 1.7771 -0.4944  0.005
N 0.0624 1.3411 0.7509  0.024
C 0.0765 2.4321 1.5794  0.005
C -0.0038 3.5707 0.8051  0.000
N -0.0599 3.1345 -0.5017  0.003
C -0.1842 4.0001 -1.6711  0.000
C -0.1084 5.0048 1.1464  0.000
C 0.8638 5.9127 0.7323  0.000
C 0.7433 7.2591 1.0468  0.000
C -0.3482 7.7061 1.7783  0.000
C -1.3216 6.8064 2.1931  0.000
C -1.2051 5.4614 1.8769  0.000
C 0.2106 2.2923 3.0439  0.002
C -0.1138 1.0969 3.6841  0.015
C 0.0097 0.9457 5.0550  0.002
C 0.4705 2.0030 5.8257  0.001
C 0.8143 3.1959 5.2061  0.001
C 0.6876 3.3406 3.8331  0.000
H 2.0006 0.7526 -4.0505  0.000
H 2.0683 -0.9479 -4.5439  0.000
H 3.5580 -0.0879 -4.1369  0.000
H 5.7839 -0.6425 -0.8971  0.000
H 7.9450 -1.4662 -1.7710  0.000
H 7.9900 -3.0274 -3.6902  0.000
H 5.8717 -3.7582 -4.7345  0.000
H 3.7153 -2.9517 -3.8517  0.000
H 2.6598 -0.3401 1.9646  0.004
H 3.4936 -1.2828 4.0722  0.000
H 4.7960 -3.3913 4.0551  0.000
H 5.2451 -4.5372 1.9101  0.000
H 4.3556 -3.6284 -0.1952  0.000
H -3.0743 -1.2947 -4.3002  0.000
H -1.3198 -1.0950 -4.2307  0.000
H -2.3772 0.3272 -4.1687  0.000
H -5.3970 -0.4547 -3.0156  0.000
H -7.2507 -1.6706 -4.0966  0.000
H -7.3212 -4.1447 -4.0186  0.000
H -5.4991 -5.3942 -2.9053  0.000
H -3.6396 -4.1751 -1.8299  0.000
H -5.2882 -2.8056 -0.1085  0.000
H -6.5059 -3.2989 1.9386  0.000
H -5.6483 -2.5293 4.1339  0.000
H -3.5591 -1.1982 4.2206  0.000
H -2.3778 -0.6445 2.1679  0.006
H -0.8287 4.8400 -1.4290  0.000
H -0.6205 3.4404 -2.4914  0.000
H 0.7870 4.3820 -1.9799  0.000
H 1.7294 5.5606 0.1828  0.000
H 1.5047 7.9578 0.7246  0.000
H -0.4394 8.7556 2.0285  0.000
H -2.1754 7.1530 2.7616  0.000
H -1.9610 4.7539 2.1967  0.000
H -0.5039 0.2588 3.1290  0.012
H -0.2624 0.0056 5.5183  0.000
H 0.5578 1.8977 6.8995  0.000
H 1.1944 4.0216 5.7946  0.000
H 0.9828 4.2723 3.3726  0.000
I -0.0347 -3.2384 2.0762  0.087

A structure of composition C48H40BLiN8O16 in a non-equilibrium geometry. Source: the OMol25 dataset; level of theory: ωB97M-V with the def2-TZVPD basis set.

Output
Molecular weight (g/mol): 1002.6
Max |F| (eV/Å): 6.710
Relative energy (zero: lowest compared OMol25 entry of this formula, charge and spin) (kJ/mol): 168.66
HOMO level (Eh): -0.347
LUMO (eV): -1.63

Each line ends with the Löwdin charge.
Element x y z (Å)
Li -1.2189 -3.6650 3.1804  0.800
O -2.4936 -2.3929 -1.5933  0.075
C -1.3287 -2.2847 -1.0445  -0.242
O -0.1269 -2.2091 -1.7119  0.210
B 1.0461 -2.0206 -0.8636  -0.867
O 0.4008 -2.2360 0.4896  0.206
C -0.8955 -2.4636 0.3801  -0.396
O -1.6526 -2.8789 1.2448  0.036
O 1.5219 -0.6268 -1.0922  0.179
C 2.8883 -0.7441 -1.2940  -0.303
O 3.6278 0.2264 -1.3991  0.109
C 3.2447 -2.2373 -1.4122  -0.372
O 2.1571 -2.9348 -1.1657  0.247
O 4.3251 -2.6417 -1.8524  0.133
C -1.0816 1.8013 -1.9124  -0.074
C -2.1312 0.9479 -2.3158  -0.051
C -3.4620 1.1768 -1.9429  0.004
C -3.7212 2.2375 -1.0570  -0.138
C -2.6816 3.1741 -0.7938  0.015
C -1.3597 2.9533 -1.2361  -0.068
N -5.0733 2.3780 -0.4738  -0.342
O -5.1042 3.0962 0.5125  0.065
O -6.0228 1.8299 -1.0267  0.073
H -0.0423 1.5890 -2.1153  0.103
H -1.7913 0.0466 -2.8041  0.101
H -4.1618 0.4999 -2.4103  0.114
H -2.9807 3.9444 -0.0985  0.112
H -0.5331 3.5528 -0.8843  0.088
C -2.7473 0.4932 1.8938  -0.043
C -1.4945 0.8668 1.3725  -0.068
C -0.8084 1.9008 1.9635  -0.016
C -1.3793 2.6425 3.0205  -0.120
C -2.6303 2.2825 3.5523  0.007
C -3.3959 1.2765 2.9097  -0.034
N -0.6962 3.8121 3.6216  -0.325
O -1.2040 4.2994 4.6241  0.062
O 0.3979 4.1874 3.1785  0.052
H -3.2638 -0.3369 1.4348  0.094
H -1.0186 0.3257 0.5681  0.101
H 0.2209 2.0698 1.6835  0.094
H -3.0118 2.9518 4.3092  0.111
H -4.3934 1.1032 3.2857  0.100
C 1.5506 5.4090 -0.7207  -0.076
C 1.6365 5.8703 -2.0228  -0.068
C 2.4539 5.2126 -2.9444  -0.006
C 3.1037 3.9746 -2.7423  -0.108
C 2.8315 3.4316 -1.4559  0.017
C 2.1386 4.1856 -0.5096  -0.095
N 3.9504 3.3478 -3.7592  -0.343
O 4.5757 2.3412 -3.4043  0.062
O 3.8646 3.7303 -4.8929  0.100
H 1.1096 5.9387 0.1108  0.115
H 1.2404 6.8438 -2.2715  0.106
H 2.5921 5.7268 -3.8840  0.112
H 3.2809 2.4976 -1.1524  0.081
H 2.0241 3.7377 0.4664  0.090
C 2.3675 0.0126 -5.0220  -0.057
C 1.5547 -0.3188 -6.0880  -0.062
C 1.9465 -1.2416 -7.0850  0.017
C 3.2937 -1.5992 -7.0489  -0.149
C 4.1501 -1.2343 -6.0050  -0.004
C 3.6999 -0.4431 -4.9935  -0.063
N 3.7511 -2.4489 -8.1508  -0.281
O 4.7818 -3.2021 -8.0193  0.029
O 3.2429 -2.3740 -9.3097  0.033
H 2.1012 0.7965 -4.3285  0.099
H 0.6720 0.2674 -6.2972  0.104
H 1.3808 -1.4917 -7.9704  0.116
H 5.1760 -1.5393 -5.8605  0.125
H 4.3926 -0.0975 -4.2403  0.100
N 1.8684 0.9247 3.7195  0.057
C 2.2751 0.6854 2.4708  -0.152
C 3.2905 1.4842 1.9084  -0.072
C 4.0406 2.2515 2.7299  -0.090
C 3.6605 2.5247 4.0400  -0.041
C 2.5249 1.8060 4.4709  -0.149
H 1.8769 -0.2156 2.0281  0.097
H 3.6240 1.2606 0.9058  0.086
H 4.9161 2.7760 2.3765  0.110
H 4.1742 3.2682 4.6314  0.102
H 2.1983 1.9521 5.4900  0.099
N -3.3423 -3.1579 3.5915  -0.022
C -4.6076 -3.2100 3.0478  -0.092
C -5.7859 -3.0386 3.7645  -0.052
C -5.6206 -2.9766 5.0942  -0.092
C -4.3952 -2.9768 5.7426  -0.041
C -3.2266 -2.9338 4.9259  -0.135
H -4.5457 -3.2218 1.9697  0.104
H -6.7562 -3.1928 3.3160  0.114
H -6.4901 -2.9838 5.7349  0.115
H -4.2945 -3.1003 6.8107  0.107
H -2.3778 -2.8918 5.5925  0.101
N -5.8290 -4.6778 -1.8725  0.040
C -5.3524 -3.4729 -1.8597  -0.167
C -5.9063 -2.4076 -1.0423  -0.032
C -6.8631 -2.7088 -0.0066  -0.093
C -7.3801 -4.0118 -0.0592  -0.081
C -6.8573 -4.9692 -1.0205  -0.107
H -4.5435 -3.2253 -2.5310  0.086
H -5.3843 -1.4641 -0.9817  0.073
H -7.2158 -1.9388 0.6636  0.095
H -8.1853 -4.2602 0.6163  0.083
H -7.1768 -6.0003 -1.0522  0.090
N 4.7705 -1.7601 4.3643  0.040
C 4.2357 -2.1593 3.1717  -0.153
C 5.0157 -2.3411 1.9809  -0.037
C 6.4022 -2.0147 2.0993  -0.060
C 6.9989 -1.6082 3.3276  -0.063
C 6.1283 -1.4913 4.4257  -0.135
H 3.2386 -2.5741 3.1841  0.085
H 4.6018 -2.5692 1.0098  0.078
H 7.0652 -2.1177 1.2530  0.097
H 8.0600 -1.4318 3.4246  0.094
H 6.3817 -1.1554 5.4204  0.091